1.
Computed, not measured: C13H24Cl2N2O2 in the gas phase, with ωB97M-V/def2-TZVPD.

Each line ends with the natural charge from an NBO analysis.
CARTESIAN COORDINATES (ANGSTROEM)
1 O 1.655 2.055 0.129  -0.6220
2 C 1.567 1.511 1.209  0.6602
3 C 0.275 1.555 2.018  -0.4727
4 Cl -0.077 -0.014 2.779  -0.0726
5 N 2.584 0.884 1.828  -0.6163
6 C 3.849 0.619 1.184  -0.2293
7 C 4.052 -0.875 0.911  -0.3993
8 C 2.885 -1.514 0.157  -0.4036
9 C 2.715 -0.975 -1.263  -0.4052
10 C 1.439 -1.485 -1.934  -0.3823
11 C 0.188 -0.810 -1.373  -0.4106
12 C -1.075 -1.223 -2.124  -0.3885
13 C -2.294 -0.388 -1.732  -0.3960
14 C -2.710 -0.598 -0.275  -0.2302
15 N -3.876 0.189 0.059  -0.5984
16 C -3.803 1.343 0.728  0.6610
17 O -2.783 1.808 1.197  -0.6475
18 C -5.115 2.097 0.938  -0.4626
19 Cl -6.522 1.417 0.091  -0.0619
20 H -0.574 1.812 1.383  0.2794
21 H 0.363 2.289 2.820  0.2331
22 H 2.389 0.383 2.683  0.4019
23 H 3.851 1.190 0.254  0.2302
24 H 4.660 0.988 1.821  0.1963
25 H 4.975 -0.997 0.341  0.2076
26 H 4.178 -1.393 1.866  0.1964
27 H 3.048 -2.593 0.110  0.2031
28 H 1.969 -1.347 0.724  0.2014
29 H 2.672 0.114 -1.244  0.2140
30 H 3.583 -1.268 -1.858  0.1971
31 H 1.499 -1.275 -3.005  0.1986
32 H 1.363 -2.568 -1.813  0.1905
33 H 0.313 0.272 -1.441  0.2146
34 H 0.082 -1.068 -0.319  0.1949
35 H -0.906 -1.099 -3.196  0.2033
36 H -1.282 -2.280 -1.943  0.1921
37 H -2.070 0.670 -1.883  0.2070
38 H -3.135 -0.651 -2.380  0.1966
39 H -1.913 -0.279 0.396  0.2301
40 H -2.933 -1.653 -0.092  0.1947
41 H -4.761 -0.076 -0.350  0.4090
42 H -5.344 2.108 2.005  0.2424
43 H -4.984 3.125 0.595  0.2434

Atoms 1-6, force components in eV/Å:
-0.1 0.2 -0.3
-0.3 0.0 0.4
-0.1 0.3 -0.3
-0.2 -0.2 0.2
0.3 -0.2 0.3
0.3 -0.1 -0.1

2.
Computed, not measured: C13H24Cl2N2Ta as an isolated structure at a distorted geometry, with ωB97M-V/def2-TZVPD.

Computed properties:
Total charge = -1

Each line ends with the natural charge from an NBO analysis.
CARTESIAN COORDINATES (ANGSTROEM)
1 C 0.162 -5.716 2.412  -0.6064
2 C -0.558 -5.693 1.067  -0.3909
3 C -0.665 -4.280 0.484  -0.4162
4 C -2.030 -3.615 0.704  -0.1966
5 N -1.906 -2.163 0.785  -1.0329
6 Ta -0.972 -1.004 2.241  1.8701
7 C -1.258 0.901 0.951  -1.0405
8 C -0.355 2.022 1.244  0.3191
9 C 0.811 2.171 0.289  -0.6847
10 N -0.540 2.809 2.232  -0.6942
11 H 0.329 -6.738 2.767  0.1863
12 H -0.408 -5.173 3.167  0.2251
13 H 1.137 -5.226 2.342  0.2042
14 H -1.569 -6.103 1.192  0.1852
15 H -0.044 -6.363 0.368  0.1841
16 H -0.469 -4.312 -0.594  0.1890
17 H 0.101 -3.632 0.920  0.2313
18 H -2.685 -3.884 -0.139  0.1575
19 H -2.494 -4.043 1.605  0.1698
20 H -2.813 -1.749 0.569  0.3700
21 H -2.464 -0.647 3.299  -0.4171
22 H -0.879 -2.557 3.239  -0.4071
23 H 0.774 -1.323 1.656  -0.4308
24 H -0.016 -0.272 3.631  -0.3844
25 H -2.301 1.226 1.027  0.2483
26 H -1.071 0.497 -0.052  0.2197
27 H 1.399 3.063 0.515  0.1934
28 H 1.461 1.294 0.347  0.2376
29 H 0.447 2.237 -0.741  0.2051
30 H 0.201 3.506 2.273  0.3070
31 Cl 3.336 5.101 -0.919  0.0299
32 C 2.313 4.805 -2.279  -0.0556
33 C 2.840 4.618 -3.551  -0.0670
34 Cl 4.549 4.687 -3.825  0.0160
35 C 1.995 4.372 -4.623  -0.2212
36 C 0.626 4.308 -4.425  -0.2083
37 C 0.099 4.492 -3.154  -0.1914
38 C 0.940 4.741 -2.084  -0.2146
39 H 2.425 4.227 -5.604  0.2264
40 H -0.026 4.109 -5.264  0.2171
41 H -0.968 4.433 -2.988  0.2235
42 H 0.548 4.873 -1.086  0.2441

Atoms 1-6, force components in eV/Å:
0.0 0.0 0.1
-0.1 -0.1 0.0
0.0 0.1 -0.2
0.1 -0.2 -0.3
0.1 -0.2 1.2
-0.7 0.4 -1.7

3.
Computed, not measured: C13H24ClCuN2O6P2S3 as an isolated structure at a distorted geometry, with ωB97M-V/def2-TZVPD.

Computed properties:
Multiplicity = 2
Total charge = +1

Each line ends with the Löwdin spin population.
CARTESIAN COORDINATES (ANGSTROEM)
1 Cu 0.085 0.565 -0.049  0.6701
2 C 0.254 3.031 -2.180  0.0019
3 C 0.068 3.678 -0.811  0.0120
4 S -0.472 2.538 0.498  0.0807
5 C 0.661 2.911 1.861  0.0049
6 C 2.141 2.735 1.548  0.0013
7 S 2.468 1.034 0.967  0.0209
8 C 3.482 1.316 -0.501  0.0033
9 C 2.897 2.212 -1.587  0.0058
10 S 1.339 1.572 -2.267  0.0575
11 H -0.702 2.660 -2.548  -0.0001
12 H 0.625 3.782 -2.877  0.0006
13 H 0.972 4.176 -0.467  0.0001
14 H -0.716 4.430 -0.898  0.0026
15 H 0.442 3.920 2.209  0.0021
16 H 0.346 2.204 2.631  -0.0001
17 H 2.498 3.460 0.820  0.0000
18 H 2.700 2.874 2.473  0.0001
19 H 4.438 1.718 -0.166  0.0009
20 H 3.635 0.302 -0.874  0.0001
21 H 2.725 3.226 -1.233  0.0000
22 H 3.604 2.254 -2.414  0.0017
23 N -1.273 -3.219 0.708  0.0000
24 C 0.023 -2.636 1.264  -0.0011
25 C 0.793 -3.693 2.040  -0.0001
26 P -0.685 -1.324 2.429  0.0035
27 O 0.443 -1.033 3.516  0.0007
28 O -1.892 -2.006 2.965  0.0040
29 O -0.889 -0.048 1.641  0.0435
30 P 0.995 -2.017 -0.165  0.0039
31 O 0.983 -3.350 -1.089  0.0030
32 O 2.387 -1.692 0.193  -0.0010
33 O 0.108 -1.038 -0.942  0.0555
34 H -1.175 -4.210 0.493  0.0000
35 H -1.545 -2.732 -0.151  0.0001
36 H -1.990 -3.045 1.451  0.0000
37 H 0.214 -4.038 2.899  0.0000
38 H 1.721 -3.254 2.400  0.0000
39 H 1.043 -4.549 1.409  0.0000
40 H 0.279 -1.502 4.346  0.0000
41 H 1.878 -3.713 -1.152  0.0002
42 Cl -4.883 -1.739 0.471  0.0001
43 C -3.878 -1.036 -0.747  0.0003
44 C -3.864 -1.541 -2.036  0.0005
45 C -2.988 -0.976 -2.950  0.0005
46 C -2.139 0.028 -2.520  0.0009
47 N -2.151 0.506 -1.276  0.0173
48 C -3.046 0.024 -0.417  0.0014
49 H -4.528 -2.349 -2.316  0.0000
50 H -2.953 -1.328 -3.971  0.0001
51 H -1.397 0.444 -3.192  0.0002
52 H -3.082 0.469 0.568  0.0000

Atoms 1-6, force components in eV/Å:
0.2 0.1 -0.5
0.1 -0.1 0.0
0.0 0.0 -0.1
-0.5 1.7 0.5
0.0 0.1 0.0
-0.1 -0.3 0.1

4.
Computed, not measured: C13H24ClEuI2N2P2S as an isolated structure at a distorted geometry, with ωB97M-V/def2-TZVPD.

Computed properties:
Multiplicity = 7
Total charge = +2

Each line ends with the Löwdin spin population.
CARTESIAN COORDINATES (ANGSTROEM)
1 I 0.584 -5.562 -0.760  0.6867
2 I 1.128 -4.208 2.180  0.2841
3 Eu 0.354 -2.151 0.155  4.0579
4 P 2.781 -0.581 -0.306  -0.0066
5 C 3.607 0.102 1.158  -0.0001
6 C 3.630 -2.173 -0.688  -0.0003
7 H 4.709 -2.049 -0.825  0.0000
8 H 4.303 0.652 -1.845  -0.0004
9 H 3.208 -2.596 -1.617  -0.0001
10 H 2.808 0.137 -2.627  0.0001
11 H 3.438 -0.605 1.981  0.0006
12 H 3.471 -2.866 0.157  -0.0006
13 C 3.231 0.530 -1.692  -0.0015
14 H 4.680 0.263 1.026  -0.0001
15 H 2.816 1.524 -1.478  0.0000
16 H 3.122 1.067 1.350  0.0001
17 P -2.433 -1.462 -0.322  -0.0069
18 C -3.442 -1.082 1.135  -0.0002
19 C -3.208 -0.557 -1.713  -0.0015
20 H -2.171 -3.502 -1.635  0.0007
21 H -3.771 -3.479 -0.852  0.0000
22 H -2.338 -3.850 0.134  -0.0006
23 C -2.714 -3.240 -0.708  -0.0003
24 H -2.672 -0.788 -2.644  0.0001
25 H -4.259 -0.793 -1.875  -0.0004
26 H -4.508 -1.279 0.998  -0.0001
27 H -3.299 -0.012 1.329  0.0001
28 H -3.144 0.519 -1.498  0.0000
29 H -3.058 -1.695 1.962  0.0001
30 Cl 0.290 -1.631 -2.340  -0.0095
31 N -0.265 1.700 -2.687  0.1891
32 C -0.344 2.105 -1.410  0.0686
33 N -0.221 1.326 -0.339  0.1661
34 C -0.349 2.017 0.850  0.1237
35 C -0.267 1.467 2.149  0.0729
36 C -0.429 2.350 3.221  0.0422
37 C -0.663 3.727 3.071  0.1933
38 C -0.746 4.287 1.788  -0.0175
39 C -0.587 3.415 0.692  0.1493
40 S -0.640 3.819 -1.049  -0.0016
41 H -0.374 2.380 -3.436  0.0036
42 H -0.098 0.712 -2.920  0.0029
43 H -0.082 0.385 2.211  0.0024
44 H -0.368 1.929 4.223  -0.0005
45 H -0.787 4.403 3.926  0.0075
46 H -0.925 5.346 1.570  -0.0033

Atoms 1-6, force components in eV/Å:
0.0 0.8 0.2
-0.1 0.4 0.0
0.2 -0.4 -1.2
0.4 -0.5 -0.2
0.0 0.0 -0.1
-0.1 0.1 0.0

5.
Computed, not measured: C13H24ClN5O in the gas phase, with ωB97M-V/def2-TZVPD.

Each line ends with the natural charge from an NBO analysis.
CARTESIAN COORDINATES (ANGSTROEM)
1 C 2.276 3.570 0.425  -0.6126
2 C 3.767 3.287 0.555  -0.3853
3 C 4.180 1.922 0.003  -0.4049
4 C 4.026 1.793 -1.520  -0.4032
5 C 2.736 1.090 -1.943  -0.4071
6 C 2.802 -0.419 -1.685  -0.2220
7 N 1.507 -1.049 -1.794  -0.5608
8 C 0.589 -0.958 -0.830  0.6066
9 N 0.950 -0.364 0.327  -0.5943
10 C 0.006 -0.335 1.229  0.4481
11 Cl 0.391 0.428 2.711  0.0378
12 N -1.212 -0.819 1.131  -0.6342
13 C -1.486 -1.396 -0.056  0.6208
14 N -2.685 -1.942 -0.270  -0.5755
15 C -3.869 -1.913 0.586  0.0925
16 C -4.920 -2.778 -0.111  -0.6082
17 C -4.374 -0.476 0.729  -0.6175
18 C -3.557 -2.528 1.979  -0.0630
19 O -3.120 -1.622 2.940  -0.7421
20 N -0.616 -1.474 -1.064  -0.5856
21 H 2.022 4.495 0.938  0.2092
22 H 1.987 3.673 -0.618  0.1962
23 H 1.699 2.762 0.871  0.2088
24 H 4.333 4.072 0.047  0.1899
25 H 4.038 3.322 1.614  0.2000
26 H 3.584 1.156 0.500  0.2065
27 H 5.225 1.753 0.271  0.2040
28 H 4.052 2.789 -1.966  0.2046
29 H 4.871 1.235 -1.930  0.1990
30 H 2.547 1.267 -3.005  0.1990
31 H 1.897 1.491 -1.376  0.2135
32 H 3.160 -0.596 -0.669  0.2215
33 H 3.480 -0.903 -2.391  0.2008
34 H 1.182 -1.383 -2.687  0.4084
35 H -2.795 -2.322 -1.198  0.4098
36 H -5.853 -2.751 0.443  0.2239
37 H -4.583 -3.811 -0.172  0.2142
38 H -5.111 -2.410 -1.118  0.2085
39 H -3.587 0.161 1.122  0.2310
40 H -5.212 -0.449 1.420  0.2190
41 H -4.691 -0.091 -0.237  0.2039
42 H -2.828 -3.341 1.834  0.1621
43 H -4.476 -2.962 2.382  0.1797
44 H -2.330 -1.175 2.583  0.4971

Atoms 1-6, force components in eV/Å:
0.2 0.1 0.1
-0.1 -0.2 0.0
0.2 0.3 -0.1
-0.2 -0.1 0.1
0.2 -0.1 0.0
0.1 0.4 0.1

Per-record energy, Ha: -1690.19127; -1596.52664; -5048.71779; -3465.53984; -1319.03869
Per-record molecular weight, g/mol: 311.25; 460.20; 561.49; 743.59; 301.82